# 1
C23H38BaBrIN7O2 as an isolated structure. Source: the Open Molecules 2025 dataset; level of theory: the ωB97M-V functional and the def2-TZVPD basis.

Last column: Mulliken charge in e.
Positions of all 73 atoms, in Å:
Ba  -0.781  0.528  -0.502  1.505
C  -2.192  -2.429  1.474  -0.916
C  -2.694  -2.579  0.045  -0.996
N  -2.919  -1.301  -0.639  0.077
C  -4.097  -0.546  -0.202  -1.451
C  -3.889  0.326  1.039  0.683
C  -4.972  0.718  1.811  -1.063
C  -4.739  1.533  2.907  -0.606
C  -3.445  1.915  3.221  -0.960
C  -2.410  1.476  2.409  0.910
C  -0.971  1.896  2.712  -1.773
N  0.081  1.044  2.141  0.096
C  0.431  -0.136  2.940  -0.575
C  -0.647  -1.209  2.918  -0.923
N  -0.922  -1.708  1.567  0.291
N  -2.648  0.721  1.334  0.688
H  -2.144  -3.429  1.925  0.513
H  -2.924  -1.872  2.063  0.429
H  -3.610  -3.184  0.065  0.347
H  -1.957  -3.137  -0.537  0.298
H  -2.988  -1.459  -1.636  0.193
H  -4.955  -1.203  -0.008  0.404
H  -4.393  0.112  -1.022  0.475
H  -5.971  0.385  1.563  0.540
H  -5.567  1.855  3.525  0.431
H  -3.240  2.530  4.087  0.540
H  -0.864  1.977  3.801  0.464
H  -0.841  2.897  2.299  0.407
H  0.906  1.620  2.021  0.266
H  0.631  0.138  3.985  0.413
H  1.356  -0.553  2.536  -0.122
H  -1.582  -0.804  3.309  0.412
H  -0.354  -2.011  3.607  0.545
H  -0.159  -2.309  1.269  0.190
N  1.613  2.143  -1.928  -0.230
C  1.330  3.597  -1.872  -0.710
C  -0.113  3.875  -2.269  -0.617
C  -1.033  3.013  -1.436  0.514
O  -0.840  2.966  -0.188  -0.702
O  -1.826  2.211  -2.006  -0.755
H  2.529  1.952  -1.539  0.059
H  1.661  1.844  -2.898  0.163
H  2.012  4.177  -2.499  0.389
H  1.477  3.912  -0.840  0.310
H  -0.284  3.662  -3.325  0.323
H  -0.344  4.930  -2.104  0.337
N  -1.049  -0.240  -3.495  -0.321
C  0.208  -0.748  -4.044  -0.191
C  0.159  -2.261  -4.166  -1.104
C  -0.258  -2.980  -2.893  -0.430
N  0.597  -2.591  -1.757  -0.267
H  -1.839  -0.579  -4.034  0.205
H  -1.113  0.774  -3.534  0.151
H  1.012  -0.464  -3.357  0.040
H  0.459  -0.316  -5.019  0.412
H  1.136  -2.630  -4.492  0.356
H  -0.539  -2.539  -4.962  0.340
H  -0.234  -4.059  -3.075  0.425
H  -1.291  -2.726  -2.646  0.116
H  1.567  -2.744  -2.023  0.295
H  0.448  -3.239  -0.989  0.176
Br  4.226  -2.546  2.729  -0.152
C  5.188  -1.174  1.866  0.187
C  6.411  -0.805  2.418  -0.463
C  7.156  0.205  1.837  -0.519
C  6.686  0.855  0.704  -0.709
C  5.470  0.489  0.155  -0.450
C  4.716  -0.530  0.732  0.423
I  2.919  -1.032  -0.160  0.186
H  6.767  -1.314  3.302  0.397
H  8.106  0.483  2.273  0.378
H  7.268  1.644  0.246  0.388
H  5.108  0.986  -0.735  0.318

Calculated values
HOMO = -11.415 eV
E_LUMO = -1.9 eV
relative energy (zero: lowest compared OMol25 entry of this formula, charge and spin) = 84.3 kJ/mol
net charge = +1

---

# 2
CH2FeLiO as an isolated structure. Source: the Open Molecules 2025 dataset; level of theory: the ωB97M-V functional and the def2-TZVPD basis.

Last column: natural (NBO) charge in e.
Positions of all 6 atoms, in Å:
C  0.118  -0.510  -0.426  -0.315
O  -0.072  0.482  -1.126  -0.648
H  0.636  -1.458  -0.561  0.221
Fe  1.204  0.800  1.227  0.859
Li  -1.200  1.163  0.488  0.885
H  -0.686  -0.477  0.398  -0.002

Calculated values
2S+1 = 7
HOMO (alpha / beta) = -11.555 / -14.948 eV
E_LUMO (alpha / beta) = -5.0 / -7.0 eV
relative energy (zero: lowest compared OMol25 entry of this formula, charge and spin) = 0.0 kJ/mol
net charge = +1

---

# 3
A 6-piece molecular cluster, C13H26BBr10NO9S overall. Source: the Open Molecules 2025 dataset; level of theory: the ωB97M-V functional and the def2-TZVPD basis.

Last column: natural (NBO) charge in e.
Positions of all 61 atoms, in Å:
O  0.584  -1.248  1.393  -0.213
N  1.289  -2.153  1.525  0.391
O  1.321  -2.933  0.305  -0.429
C  1.019  -4.301  0.514  -0.105
C  -0.273  -4.559  1.285  0.001
O  -0.025  -5.690  2.156  -0.683
S  -1.431  -6.247  2.627  2.558
O  -1.325  -7.638  2.867  -0.877
O  -2.019  -5.367  3.575  -0.895
O  -2.147  -6.021  1.205  -0.722
C  -1.474  -5.019  0.429  0.379
O  -2.294  -3.946  0.153  -0.722
B  -3.640  -3.933  0.575  1.297
O  -4.586  -4.735  -0.027  -0.928
O  -3.964  -3.036  1.536  -0.894
H  1.834  -4.819  1.030  0.211
H  0.946  -4.724  -0.488  0.213
H  -0.624  -3.714  1.882  0.227
H  -1.175  -5.482  -0.517  0.170
H  -4.367  -5.671  0.006  0.505
H  -4.898  -2.785  1.520  0.507
Br  4.606  -0.099  -0.480  -0.010
C  2.915  0.704  0.035  -0.457
C  3.070  2.166  0.352  -0.452
Br  3.967  2.453  2.055  -0.024
H  2.564  0.136  0.886  0.219
H  2.238  0.566  -0.805  0.235
H  2.091  2.628  0.451  0.240
H  3.658  2.688  -0.397  0.229
Br  -0.568  2.635  -0.330  -0.014
C  -0.994  4.203  -1.396  -0.456
C  0.090  5.246  -1.309  -0.451
Br  0.077  6.172  0.400  -0.009
H  -1.950  4.568  -1.035  0.230
H  -1.097  3.841  -2.417  0.238
H  -0.052  6.013  -2.066  0.229
H  1.080  4.815  -1.422  0.231
Br  -7.322  -3.841  3.843  -0.005
C  -6.832  -2.063  4.450  -0.455
C  -7.438  -0.989  3.584  -0.442
Br  -6.538  -0.870  1.865  -0.017
H  -5.747  -2.024  4.450  0.237
H  -7.201  -1.978  5.469  0.232
H  -7.320  -0.013  4.047  0.231
H  -8.486  -1.173  3.371  0.232
Br  7.812  2.963  -1.956  -0.015
C  8.387  2.251  -0.241  -0.450
C  9.275  1.043  -0.398  -0.449
Br  8.253  -0.524  -0.912  -0.007
H  7.483  2.022  0.316  0.239
H  8.928  3.057  0.250  0.228
H  9.743  0.797  0.552  0.229
H  10.038  1.184  -1.157  0.230
Br  1.225  6.008  -4.997  -0.008
C  -0.484  6.117  -5.917  -0.450
C  -1.580  5.440  -5.139  -0.449
Br  -1.452  3.503  -5.232  -0.003
H  -0.340  5.669  -6.895  0.234
H  -0.697  7.177  -6.026  0.232
H  -2.554  5.693  -5.551  0.234
H  -1.554  5.706  -4.086  0.220

Calculated values
HOMO = -9.827 eV
E_LUMO = -0.5 eV
SMILES = O=NOC[C@@H]1OS(=O)(=O)O[C@H]1OB(O)O.BrCCBr.BrCCBr.BrCCBr.BrCCBr.BrCCBr

---

# 4
One molecule with the formula C3H6N2OS. Source: the Open Molecules 2025 dataset; level of theory: the ωB97M-V functional and the def2-TZVPD basis.

Last column: natural (NBO) charge in e.
Positions of all 13 atoms, in Å:
C  -2.210  0.512  0.613  -0.697
C  -1.204  -0.334  -0.134  0.449
C  1.047  -1.076  0.262  0.529
H  -2.510  1.480  0.122  0.248
H  -3.085  -0.128  0.836  0.253
H  -1.925  0.706  1.628  0.228
H  -0.680  -1.722  -1.293  0.339
H  0.331  2.344  0.942  0.120
H  0.528  -2.004  0.228  0.119
N  -1.544  -1.408  -0.670  -0.601
N  0.206  -0.022  0.000  -0.667
O  2.213  -1.117  0.432  -0.533
S  0.825  1.479  -0.355  0.215

Calculated values
HOMO = -9.697 eV
E_LUMO = 0.1 eV
SMILES = [H]/N=C(/C)N(S)C=O
relative energy (zero: lowest compared OMol25 entry of this formula, charge and spin) = 288.1 kJ/mol

---

# 5
A 2-piece molecular cluster, C6H12O overall. Source: the Open Molecules 2025 dataset; level of theory: the ωB97M-V functional and the def2-TZVPD basis.

Last column: natural (NBO) charge in e.
Positions of all 19 atoms, in Å:
C  2.058  -0.019  0.942  -0.175
C  1.673  0.489  2.072  -0.411
C  1.400  -1.051  0.008  -0.475
C  0.662  -0.321  -1.153  -0.198
C  0.977  0.900  -1.624  -0.184
C  0.090  1.594  -2.698  -0.642
H  3.198  0.093  0.603  0.189
H  2.456  0.820  2.703  0.206
H  0.543  0.510  2.482  0.201
H  0.553  -1.652  0.583  0.214
H  2.154  -1.758  -0.477  0.230
H  -0.261  -0.785  -1.380  0.187
H  1.823  1.385  -1.152  0.199
H  0.780  1.879  -3.545  0.220
H  -0.107  2.778  -2.366  0.213
H  -0.706  0.891  -2.858  0.224
H  -4.833  -1.667  2.713  0.456
H  -5.966  -1.651  1.817  0.463
O  -5.099  -1.300  1.949  -0.919

Calculated values
HOMO = -8.849 eV
E_LUMO = 1.0 eV
SMILES = C=CC/C=C/C.O
relative energy (zero: lowest compared OMol25 entry of this formula, charge and spin) = 344.1 kJ/mol

---

# 6
A 2-piece molecular cluster, C2H2INO overall. Source: the Open Molecules 2025 dataset; level of theory: the ωB97M-V functional and the def2-TZVPD basis.

Last column: natural (NBO) charge in e.
Positions of all 7 atoms, in Å:
C  1.075  -0.368  0.965  0.167
C  -1.044  0.888  -0.073  0.278
N  1.521  -0.897  0.044  -0.366
O  -1.838  1.723  -0.034  -0.522
I  -0.915  -0.401  -1.987  0.031
H  0.934  -0.162  1.972  0.238
H  0.268  -0.783  -0.887  0.174

Calculated values
HOMO = -8.510 eV
E_LUMO = 0.6 eV
relative energy (zero: lowest compared OMol25 entry of this formula, charge and spin) = 208.8 kJ/mol